The following is a DFT calculation (ωB97M-V with the def2-TZVPD basis set) of one molecule with the formula C3H6N2O at a distorted geometry.

Computed properties:
**Structure (SMILES)**: CC(=O)/N=C/N
**HOMO**: -8.55 eV
**Orbital gap**: 8.64 eV

Last column: natural (NBO) charge in e.
Cartesian coordinates (Å):
1 C 1.34273 0.02936 0.51304  -0.881
2 C 0.74875 -0.57169 -1.12744  0.734
3 O 1.56219 -0.49321 -1.99259  -0.601
4 N -0.50608 -0.92793 -1.04468  -0.679
5 C -1.03310 -0.43106 0.08430  0.492
6 N -1.73823 0.70685 0.09934  -0.718
7 H 0.87435 0.14808 1.48972  0.198
8 H 1.73338 1.00064 0.20637  0.219
9 H 2.18128 -0.65540 0.65020  0.226
10 H -1.18380 -1.09441 0.92873  0.180
11 H -1.61799 1.35743 -0.66224  0.420
12 H -2.36347 0.93134 0.85525  0.410